The following is a DFT calculation (wB97M-V/def2-TZVPD) of a molecular structure, C27H46BrCaNOP2S at a distorted geometry.

Each line ends with the Mulliken charge.
Cartesian coordinates (Å):
1 N 4.83305 -6.12753 -2.26793  -0.48
2 C 3.64993 -6.48267 -2.78143  -0.32
3 C 2.60358 -5.56181 -2.99770  -0.56
4 C 2.76632 -4.18565 -2.64161  0.42
5 C 4.04448 -3.86106 -2.09616  -0.44
6 C 5.03332 -4.84925 -1.93977  -0.38
7 C 1.73286 -3.17277 -2.74083  0.28
8 Ca -0.15052 -0.92818 -2.88170  1.51
9 P -1.58574 3.95422 -1.97786  -0.19
10 C 2.00283 -1.87110 -2.29163  -0.61
11 C 1.74896 -1.32473 -0.95951  0.20
12 C 2.18285 -0.01361 -0.64074  -0.79
13 C 1.97226 0.50721 0.62586  -0.78
14 C 1.14570 -0.15113 1.55710  0.51
15 C 0.79592 -1.49696 1.26557  -1.12
16 C 1.07452 -2.07510 0.03684  -0.34
17 Br -1.05451 0.78446 -0.51816  -0.44
18 H 0.81453 -3.43628 -3.28957  0.34
19 H 2.75688 -1.27353 -2.83569  0.44
20 H 1.67251 -5.92456 -3.42221  0.37
21 H 4.30241 -2.84906 -1.78410  0.37
22 H 3.53411 -7.54121 -3.04542  0.37
23 H 6.02499 -4.58778 -1.55168  0.37
24 H 2.68607 0.58139 -1.42193  0.47
25 H 0.81843 -3.11985 -0.16815  0.58
26 H 2.45990 1.47011 0.87442  0.06
27 H 0.27749 -2.07976 2.02932  0.48
28 P 0.49469 0.53230 3.14060  1.31
29 C -1.55768 2.77529 -3.33220  0.51
30 C -1.37814 3.51542 -4.66619  -1.25
31 H -2.49220 2.20594 -3.30742  0.45
32 H -0.73935 2.07366 -3.13301  -0.61
33 H -1.56199 2.83404 -5.50166  0.38
34 H -2.08253 4.35330 -4.75232  0.36
35 H -0.36046 3.91122 -4.75465  0.32
36 C 0.06179 4.02636 -1.20294  0.54
37 C 0.28797 5.37240 -0.49394  -1.36
38 H 0.79642 3.90298 -2.01065  0.37
39 H 0.15056 3.15251 -0.54062  -0.62
40 H 1.31515 5.42855 -0.11253  0.40
41 H 0.15579 6.20972 -1.19434  0.42
42 H -0.41046 5.50944 0.34196  0.29
43 C -2.73630 3.52689 -0.61782  0.15
44 C -4.03904 4.32446 -0.69806  -1.42
45 H -2.22793 3.75846 0.32373  0.16
46 H -2.89033 2.43808 -0.64719  0.02
47 H -4.63735 4.13862 0.20277  0.39
48 H -3.84006 5.40187 -0.74250  0.36
49 H -4.61649 4.03549 -1.58806  0.33
50 C -1.30042 0.35796 3.04276  0.16
51 C -2.13128 0.81555 4.23060  -1.48
52 H -1.48732 -0.70696 2.82781  0.17
53 H -1.61478 0.86867 2.11976  -0.02
54 H -2.17320 0.06236 5.02660  0.33
55 H -1.79700 1.77364 4.64393  0.32
56 H -3.16653 0.95665 3.88990  0.45
57 C 1.08488 2.22764 3.11008  -0.48
58 C 2.59117 2.34492 3.36223  -1.20
59 H 0.50548 2.79041 3.86767  0.53
60 H 0.80785 2.63225 2.11959  0.23
61 H 2.86691 1.91482 4.33551  0.39
62 H 3.20101 1.85962 2.58681  0.28
63 H 2.87188 3.40719 3.37027  0.41
64 C 1.06628 -0.37878 4.60905  -0.61
65 C 0.53798 -1.80490 4.76772  -1.27
66 H 0.79602 0.23404 5.48633  0.45
67 H 2.16537 -0.38063 4.56402  0.54
68 H 1.07733 -2.50408 4.11908  0.33
69 H 0.70234 -2.14708 5.79734  0.40
70 H -0.53793 -1.88610 4.57136  0.32
71 C -3.93019 -3.74871 -1.80193  -1.12
72 S -3.17264 -2.13547 -1.50224  0.50
73 C -2.72980 -2.45904 0.22215  -0.57
74 O -1.84420 -2.21165 -2.31409  -0.70
75 H -4.78825 -3.83981 -1.12487  0.44
76 H -3.19378 -4.54078 -1.61802  0.34
77 H -4.27074 -3.76399 -2.84282  0.39
78 H -1.67725 -2.74100 0.29843  0.00
79 H -2.90650 -1.52919 0.79174  0.17
80 H -3.38787 -3.27839 0.59491  0.53

HOMO level	-11.1	eV
E	-5518.357835	Ha
relative energy (zero: lowest compared OMol25 entry of this formula, charge and spin)	99.8	kJ/mol
spin multiplicity	1
total charge	+2

=====

The following is a DFT calculation (wB97M-V/def2-TZVPD) of a molecular structure, C27H46BrN3OP2V at a distorted geometry.

Each line ends with the Mulliken spin population.
Cartesian coordinates (Å):
1 N 7.87922 4.81965 -2.33962  0.01
2 C 7.93757 3.52951 -2.65940  0.00
3 C 6.80671 2.70106 -2.53145  0.01
4 C 5.61041 3.18870 -1.90489  0.00
5 C 5.61897 4.56054 -1.58079  0.01
6 C 6.75920 5.34647 -1.85730  0.00
7 C 4.44926 2.31726 -1.62698  0.03
8 V -0.53688 0.35177 -0.01893  2.66
9 P -5.21240 -0.86196 -1.43698  0.00
10 C 3.27270 2.62744 -0.96236  0.00
11 C 2.22561 1.65401 -0.79053  0.00
12 C 0.83988 1.95987 -0.92489  0.04
13 C 0.12929 1.12756 -1.92608  0.00
14 C 0.53325 -0.27818 -2.00490  0.10
15 C 1.83506 -0.58112 -1.59676  -0.06
16 C 2.58358 0.30366 -0.81691  0.08
17 Br -0.58014 -1.80645 -2.14780  0.04
18 H 4.60495 1.32134 -2.07564  0.00
19 H 3.15364 3.66197 -0.63571  0.00
20 H 6.86900 1.67827 -2.91683  0.00
21 H 4.73439 4.99941 -1.13563  0.00
22 H 8.89755 3.13849 -3.02440  0.00
23 H 6.73076 6.42502 -1.64753  0.00
24 H 0.56292 2.97630 -0.63034  -0.02
25 H 3.48210 -0.03450 -0.29851  0.01
26 H -0.66016 1.50898 -2.56231  0.02
27 H 2.24119 -1.50349 -1.99952  0.01
28 P -0.37830 0.03171 2.24572  0.01
29 C -3.85106 -1.32882 -2.55120  -0.01
30 C -4.40088 -1.40468 -3.97384  0.00
31 H -3.46945 -2.30015 -2.19314  0.00
32 H -3.07818 -0.55533 -2.43544  0.01
33 H -3.65916 -1.86525 -4.63654  0.00
34 H -5.31963 -2.01148 -4.01087  0.00
35 H -4.63370 -0.40887 -4.37380  0.00
36 C -4.86785 0.87282 -1.03282  -0.01
37 C -6.16803 1.57413 -0.61919  0.00
38 H -4.45479 1.33286 -1.94480  0.00
39 H -4.11355 0.86753 -0.23540  0.01
40 H -6.00908 2.65630 -0.55548  0.00
41 H -6.96594 1.39098 -1.35711  0.00
42 H -6.52149 1.22656 0.36126  0.00
43 C -5.01070 -1.84635 0.09306  0.00
44 C -5.64906 -3.24259 -0.01769  0.00
45 H -5.51063 -1.26663 0.88013  0.00
46 H -3.92174 -1.89512 0.27704  0.01
47 H -5.36572 -3.84985 0.84637  0.00
48 H -6.73980 -3.14874 -0.01931  0.00
49 H -5.35392 -3.80373 -0.91392  0.00
50 C -1.09762 -0.91431 3.60803  0.01
51 C -0.62372 -0.64144 5.03165  0.00
52 H -0.89207 -1.95638 3.33837  -0.01
53 H -2.18032 -0.77635 3.53743  0.00
54 H 0.40009 -1.01262 5.21252  0.00
55 H -0.68683 0.42201 5.31367  0.00
56 H -1.27736 -1.19293 5.72512  0.00
57 C -1.76807 1.12521 1.62896  0.14
58 C -1.39416 2.58922 1.56081  0.01
59 H -2.62725 0.89441 2.26341  0.00
60 H -2.09476 0.74090 0.61883  -0.13
61 H -0.68002 2.83952 2.35823  0.00
62 H -0.95285 2.83830 0.57583  -0.01
63 H -2.30016 3.19945 1.68063  0.00
64 C 1.06410 1.04973 2.72192  0.02
65 C 2.32950 0.20398 2.93034  0.00
66 H 0.79911 1.63846 3.61463  0.01
67 H 1.25464 1.76136 1.89229  -0.01
68 H 3.18919 0.87071 3.08553  0.00
69 H 2.24031 -0.43301 3.81852  0.00
70 H 2.54987 -0.42365 2.05571  0.00
71 C 2.00142 -5.15824 -0.80749  0.00
72 N 1.86349 -4.93971 0.60646  0.00
73 C 1.76470 -3.68881 1.16171  0.00
74 N 1.54118 -3.70995 2.53405  0.00
75 O 1.88867 -2.62562 0.55093  0.01
76 H 1.64236 -4.29041 -1.35441  0.00
77 H 1.42588 -6.02763 -1.10328  0.00
78 H 3.04005 -5.34727 -1.07343  0.00
79 H 1.85418 -5.72489 1.23931  0.00
80 H 1.08601 -2.88332 2.90649  0.00
81 H 1.31549 -4.58357 2.98721  0.00

HOMO level (alpha / beta)	-12.1 / -12.1	eV
E	-5495.890857	Ha
relative energy (zero: lowest compared OMol25 entry of this formula, charge and spin)	348.5	kJ/mol
spin multiplicity	4
expectation value of S²	3.804
total charge	+2